# C37H77BF4N10O10

10 unconnected molecules or ions with the total composition C37H77BF4N10O10 in a non-equilibrium geometry (ωB97M-V with the def2-TZVPD basis set, the Open Molecules 2025 dataset).

Results
Strongest force on any atom in eV/A: 5.887
Total charge: +2
Gap between HOMO and LUMO in eV: 3.64

Cartesian coordinates (Å):
1 F -0.87496 1.76294 -2.46554
2 F -2.87270 1.70632 -3.55068
3 F -2.40675 3.34181 -2.08694
4 F -2.84761 1.36241 -1.34769
5 O 3.21871 -7.11408 -0.76617
6 O -7.52404 -4.15669 3.15416
7 O -2.40293 -6.68057 -2.55184
8 O -2.65727 6.06184 -9.96217
9 O 8.91973 -0.42789 4.86780
10 O 6.82271 1.89203 1.93482
11 O 3.63263 -0.32501 -7.14334
12 O -0.82789 -12.23331 -1.24476
13 O -9.37857 0.30771 -1.62000
14 O -0.43105 9.89892 -1.55409
15 N -7.66797 1.25849 -2.59200
16 N -2.34462 4.90820 -8.10333
17 N -5.55907 -5.06994 3.82271
18 N 3.26596 1.75282 -6.78396
19 N 1.59078 -6.09021 0.70350
20 N -1.65912 8.42644 -2.60094
21 N 9.27970 1.93716 3.16346
22 N -2.05746 -9.31865 -1.34497
23 N 0.35748 3.82928 5.70823
24 N -4.12078 8.35550 2.66249
25 C -5.53675 -2.74049 3.44657
26 C -8.25261 0.18409 -2.16002
27 C 0.21776 3.76012 4.38575
28 C -2.98995 5.11863 -9.20800
29 C -0.87405 -11.19078 -0.23060
30 C -1.25822 5.65936 4.42227
31 C -2.10721 -10.24660 -0.21015
32 C 3.61203 -7.45268 1.60286
33 C 9.70725 0.70676 5.36195
34 C -1.05631 5.70368 5.82451
35 C 1.67124 -4.68829 0.06107
36 C -2.22313 7.97808 4.07881
37 C -2.33590 -5.87011 -3.66804
38 C -4.19979 4.33653 -9.42796
39 C 8.82450 3.22334 2.55173
40 C -4.94881 9.28300 1.94932
41 C 3.98817 0.80214 -7.40040
42 C 9.28671 -1.63591 5.47399
43 C 0.54185 7.67135 -1.80822
44 C 9.11405 1.94885 4.61611
45 C -7.67795 -1.16938 -2.45868
46 C -3.29323 -8.59640 -1.35299
47 C -6.31644 -4.10547 3.44328
48 C -0.54819 8.78751 -2.00299
49 C -1.94718 -13.21671 -1.10476
50 C -0.24223 4.78706 6.44910
51 C -3.33085 -7.72377 -2.60247
52 C 6.78468 1.69477 0.52547
53 C -2.30707 6.57472 3.87904
54 C 5.01308 1.25074 -8.41486
55 C 2.84567 -6.88484 0.36714
56 C -3.28369 6.10724 3.05350
57 C -3.16156 8.88156 3.45041
58 C 1.37094 3.01426 6.36027
59 C -4.17979 6.99810 2.41659
60 C 7.31099 3.13111 2.43132
61 C -0.59310 4.67489 3.70111
62 B -2.21220 1.98392 -2.40339
63 H -1.86679 7.47480 -2.86807
64 H -3.13925 9.95981 3.50753
65 H 1.46180 8.24325 -1.92955
66 H 0.54897 6.92386 -2.60150
67 H 9.54327 2.80239 5.14084
68 H 9.21543 -1.52456 6.55594
69 H -4.69680 4.18990 -8.46901
70 H 2.39442 -4.12157 0.64753
71 H -6.64493 -1.18638 -2.11132
72 H -2.12139 -9.77541 0.77265
73 H 10.74682 0.64878 5.03941
74 H -1.82411 -6.39727 -4.47319
75 H 8.62625 -2.46311 5.21391
76 H -4.31451 -7.25466 -2.62332
77 H -6.67120 1.22419 -2.75131
78 H -5.55669 8.70731 1.25134
79 H 6.41573 2.61870 0.08014
80 H -3.25652 5.08869 2.69546
81 H 3.36560 2.70695 -7.09987
82 H -4.58632 -4.89605 4.03160
83 H 2.50282 1.50665 -6.16986
84 H -2.20089 -13.54494 -2.11272
85 H 6.19674 0.81492 0.26417
86 H 5.84959 0.55391 -8.36199
87 H -2.59243 4.11269 -7.53249
88 H -3.96957 3.34720 -9.82334
89 H -2.99119 -10.86966 -0.34615
90 H 6.84859 4.01674 1.99551
91 H -4.28850 9.96505 1.41369
92 H -2.85642 -12.87848 -0.60778
93 H 10.26626 -1.93724 5.10278
94 H -1.76491 -4.95465 -3.51310
95 H 0.66129 7.29805 -0.79113
96 H -8.14383 2.13294 -2.42176
97 H 4.15720 -6.66535 2.12345
98 H 9.15706 3.22532 1.51370
99 H 0.00021 4.72811 7.49989
100 H 0.92606 2.56947 7.25040
101 H -3.30352 -5.47793 -3.98113
102 H -1.73027 -14.10519 -0.51175
103 H -4.80038 4.82841 -10.19312
104 H -5.87782 -6.01187 3.99951
105 H -5.44019 9.89334 2.70702
106 H -4.21314 -9.17939 -1.39768
107 H -1.82731 -9.83338 -2.18294
108 H 1.92828 -4.78050 -0.99418
109 H 9.71601 0.80569 6.44741
110 H -0.87290 -11.82959 0.65258
111 H -2.41773 9.09183 -2.55749
112 H -5.91033 -2.05540 2.68552
113 H 8.06186 1.95389 4.90068
114 H -1.39777 8.35354 4.66549
115 H 2.12707 3.69526 6.75094
116 H -8.35571 -1.89802 -2.01391
117 H -3.11080 -8.33948 -3.47459
118 H 0.68476 -4.23085 0.13653
119 H -4.95808 6.70654 1.72691
120 H 8.62248 1.20564 2.93314
121 H -5.70443 -2.10887 4.31896
122 H 1.49400 -5.97926 1.70272
123 H 0.78035 3.02601 3.82809
124 H -7.60228 -1.31464 -3.53630
125 H -1.66998 6.40389 6.37180
126 H -0.81037 4.60897 2.64524
127 H 4.33537 -8.20940 1.29913
128 H 5.30323 2.29732 -8.32235
129 H 2.89899 -7.83318 2.33421
130 H 7.80314 1.60023 0.14877
131 H 0.05704 -10.62439 -0.21140
132 H -4.47051 -2.87114 3.26169
133 H 1.80595 2.27564 5.68700
134 H 4.72110 1.07097 -9.44952
135 H 9.10832 4.13483 3.07781
136 H -3.40730 -7.90565 -0.51755
137 H 0.77695 -6.65232 0.49903
138 H -1.48472 5.43353 -8.03475
139 H 6.87517 3.33864 3.40861

# C37H77BFIN10O8P3S

A molecular structure, C37H77BFIN10O8P3S in a non-equilibrium geometry (ωB97M-V with the def2-TZVPD basis set, the Open Molecules 2025 dataset).

Results
Strongest force on any atom in eV/A: 7.623
Total charge: +1
Gap between HOMO and LUMO in eV: 6.25

Cartesian coordinates (Å):
1 I -1.32957 0.53749 -0.71560
2 S -5.39173 2.66967 1.96168
3 P 1.62156 0.67397 0.30760
4 P -2.39954 -4.90947 -3.25520
5 P 3.36645 -1.74408 -6.00517
6 F -1.24199 -2.79097 2.17628
7 O -0.66608 2.34629 1.33614
8 O 2.62639 3.78511 1.38426
9 O 0.04772 -0.47658 6.34377
10 O 2.72029 3.40046 5.81813
11 O 1.03014 2.83586 4.49037
12 O 3.43303 -0.48459 -5.15570
13 O 0.25432 -2.65990 3.74295
14 O -3.28237 -3.71518 -3.58348
15 N -1.97389 -4.31374 -1.68695
16 N -3.67911 -6.06800 -3.31566
17 N 4.95646 -1.59394 -6.64476
18 N 3.03890 -3.03835 -7.18043
19 N 3.17997 -2.83145 -4.66817
20 N 1.21374 0.93282 3.02170
21 N 3.79661 2.61506 3.13529
22 N -1.29128 3.13556 3.51785
23 N -1.18287 -6.19613 -3.03426
24 N 3.13554 0.57312 0.75101
25 C -2.27992 -2.90301 -1.44730
26 C -0.40805 0.97784 6.16269
27 C 4.10263 -3.75522 -4.05344
28 C 2.37092 6.13299 4.28493
29 C 1.61888 5.29590 5.09366
30 C 0.51576 0.29979 1.86220
31 C -4.39796 -6.75164 -2.26604
32 C -4.10167 -6.48494 -4.64273
33 C 1.86341 -2.87709 -4.06712
34 C -1.56284 6.40968 3.07799
35 C 5.61005 -0.29694 -6.44303
36 C -0.21203 3.04086 2.51564
37 C -0.10052 4.52581 2.00860
38 C -0.86363 0.95108 1.43313
39 C -0.07399 -0.03971 5.02561
40 C -2.13357 0.42807 2.13057
41 C 0.64482 5.80264 5.94004
42 C -4.11320 6.54479 3.25174
43 C -3.52652 0.64262 1.48665
44 C 1.75914 -2.77436 -7.87239
45 C -1.40986 5.33859 1.92137
46 C 1.82792 3.78003 5.10320
47 C 1.29691 0.20171 4.31860
48 C 2.15987 7.50298 4.25978
49 C 1.10686 2.46180 3.12554
50 C 1.15259 8.01093 5.08051
51 C -5.28842 5.81804 3.96611
52 C -0.09904 -2.20849 2.69494
53 C 0.42671 7.17915 5.91447
54 C 5.99135 -2.61170 -6.66358
55 C -2.07637 -5.01637 -0.42135
56 C -2.78804 6.18349 3.98837
57 C 3.15459 -4.46682 -6.97409
58 C -3.89809 2.08361 1.06180
59 C 0.60325 -1.23952 1.77624
60 C -1.40003 -7.54475 -2.55006
61 C -0.31251 -6.27332 -4.22625
62 B 2.51376 3.04535 2.53221
63 H 6.45458 -0.18929 -7.12810
64 H 4.17681 -3.58097 -2.97175
65 H -3.07888 2.81054 1.07293
66 H -1.90759 -8.18937 -3.27690
67 H -4.23924 0.40497 2.30494
68 H -5.48070 -6.61773 -2.37590
69 H 0.28900 4.42517 0.98062
70 H -5.07500 -6.97469 -4.62803
71 H -0.42578 -7.99161 -2.33102
72 H -1.56134 -4.45738 0.36363
73 H 1.74549 -1.75013 -8.25985
74 H 1.86905 -3.33609 -3.07651
75 H -2.25188 0.74492 3.18019
76 H -3.79951 -0.10747 0.73271
77 H -1.35566 5.93909 0.99719
78 H 4.20019 3.34950 3.71508
79 H -1.71523 -2.53014 -0.58700
80 H -0.33545 7.64903 6.53786
81 H 1.37436 1.96891 -0.18219
82 H -0.60756 6.38909 3.62019
83 H 1.68203 -1.49748 1.77848
84 H 5.11240 -3.67746 -4.44443
85 H 0.95316 9.08288 5.04744
86 H 0.63389 5.12444 2.55904
87 H 6.82225 -2.29224 -7.29879
88 H 3.38078 4.38260 1.45680
89 H -4.22033 2.02561 0.00882
90 H -1.26223 2.36935 4.18978
91 H 0.28686 -1.51622 0.75315
92 H -1.58139 -5.98263 -0.41933
93 H -1.94817 -7.57739 -1.61277
94 H -3.35053 -2.75401 -1.25189
95 H -1.63267 7.41364 2.62442
96 H -4.20792 -7.83279 -2.28702
97 H 1.95103 0.65314 5.07345
98 H 6.42419 -2.78232 -5.67197
99 H -5.53891 6.25405 4.94225
100 H 5.67181 -3.55017 -7.10688
101 H 2.35850 -4.87939 -6.34108
102 H -0.91690 -0.43009 4.43564
103 H -4.14633 -6.39697 -1.27084
104 H 0.07091 -5.27869 -4.47602
105 H -4.94455 4.79219 4.18141
106 H -4.18852 -5.62535 -5.31347
107 H 1.15968 -3.44827 -4.69219
108 H 1.61603 -3.44394 -8.72208
109 H 5.97859 -0.19096 -5.41510
110 H 2.76181 8.12330 3.59824
111 H -2.69705 6.87781 4.84156
112 H -3.11355 -5.11527 -0.08299
113 H 2.21922 0.80565 2.71477
114 H 3.63610 -0.16299 0.26759
115 H -0.86064 -6.65411 -5.09561
116 H -6.15379 5.74848 3.29170
117 H 4.11579 -4.76084 -6.56150
118 H 0.55035 -6.91978 -4.05327
119 H -2.35738 4.78702 1.86060
120 H -3.38273 -7.18985 -5.08869
121 H 1.48474 -0.33544 -0.67240
122 H -2.83845 5.15581 4.37221
123 H 4.93657 0.52316 -6.67111
124 H -4.32343 7.62448 3.32019
125 H 3.77913 -4.79687 -4.18528
126 H -2.05315 -0.67281 2.20407
127 H 0.01636 5.20472 6.59853
128 H 3.15802 5.71892 3.64630
129 H -4.02605 6.28742 2.18423
130 H 4.45333 2.41755 2.38195
131 H -1.31558 0.82460 6.75185
132 H -1.97657 -2.28655 -2.28966
133 H 1.74558 -0.79463 4.17371
134 H -2.18645 3.00638 3.05080
135 H 3.09525 -4.96014 -7.94831
136 H 0.90674 -2.89164 -7.19242
137 H -5.58419 3.86439 1.34318
138 H 1.45806 -1.86645 -3.94489
139 H 0.45679 1.44287 6.63887

# C37H78N2O12

10 unconnected molecules or ions with the total composition C37H78N2O12 in a non-equilibrium geometry (ωB97M-V with the def2-TZVPD basis set, the Open Molecules 2025 dataset).

Results
Strongest force on any atom in eV/A: 10.234
Energy relative to the best compared isomer or geometry (same formula, charge and spin) in eV: 5.544
Gap between HOMO and LUMO in eV: 8.40

Cartesian coordinates (Å):
1 O 12.04384 -43.76414 -42.09144
2 O 14.38785 -44.82560 -45.51168
3 O 10.88772 -45.52005 -41.59938
4 O 7.87921 -45.55106 -39.08449
5 O 10.77044 -49.05814 -42.03442
6 O 10.86591 -39.74357 -42.77585
7 O 11.21294 -43.97742 -40.19867
8 O 8.84583 -42.61932 -39.49215
9 O 15.06660 -46.63616 -38.80443
10 O 15.41175 -41.27054 -42.09052
11 O 8.87618 -45.91602 -45.23606
12 O 11.69141 -39.47874 -37.06091
13 N 8.39364 -42.82172 -43.17161
14 N 11.51795 -44.55374 -41.25899
15 C 15.12777 -41.12063 -39.74981
16 C 12.36820 -40.95180 -38.71928
17 C 13.39515 -44.96786 -43.45491
18 C 12.13011 -40.29917 -42.66847
19 C 12.13011 -38.56089 -37.99086
20 C 8.18471 -43.00672 -40.67215
21 C 11.51487 -49.74243 -39.94439
22 C 10.95922 -38.73672 -43.76829
23 C 7.30999 -44.62125 -38.27564
24 C 12.51486 -48.72984 -40.64988
25 C 14.69119 -42.39530 -41.73982
26 C 14.31479 -44.12627 -44.25756
27 C 6.89046 -42.58123 -43.34482
28 C 16.07734 -40.93039 -40.90485
29 C 8.92259 -41.94100 -44.22560
30 C 12.54208 -39.35091 -39.14423
31 C 8.26682 -46.79963 -46.14103
32 C 10.49438 -47.44086 -46.05910
33 C 12.39948 -38.17429 -43.53463
34 C 14.93395 -47.13677 -37.41232
35 C 7.94465 -45.13608 -36.96109
36 C 10.26572 -49.56957 -40.74116
37 C 12.72998 -46.34706 -38.03240
38 C 9.28176 -45.69808 -38.73746
39 C 13.85793 -45.85687 -39.07140
40 C 13.13279 -39.19671 -42.91156
41 C 8.91293 -44.17268 -43.41606
42 C 13.47383 -47.51516 -37.39549
43 C 14.53003 -42.50420 -40.22658
44 C 11.65455 -48.00840 -41.57634
45 C 14.56934 -46.23412 -45.15549
46 C 8.86722 -42.33254 -41.84641
47 C 11.30465 -40.67414 -37.65056
48 C 9.30085 -45.44811 -37.26489
49 C 13.60030 -46.37646 -44.01068
50 C 10.07197 -46.50919 -44.84218
51 C 9.39587 -47.25713 -47.04595
52 H 8.64751 -40.83117 -44.09038
53 H 12.80309 -37.81692 -44.37098
54 H 9.59197 -48.84726 -40.32593
55 H 9.92834 -44.13413 -43.57001
56 H 13.55302 -45.75069 -40.15507
57 H 11.36219 -37.88319 -38.16588
58 H 7.21982 -42.70175 -40.64932
59 H 9.85347 -46.21944 -36.71442
60 H 12.11141 -47.71434 -42.61520
61 H 13.56175 -39.06957 -39.77034
62 H 8.45555 -44.58002 -44.46066
63 H 13.14262 -47.55579 -36.40514
64 H 10.15559 -38.12902 -43.85680
65 H 7.37907 -46.36803 -46.56643
66 H 7.97771 -44.39708 -36.05295
67 H 6.45327 -41.65495 -43.44860
68 H 13.50467 -38.85287 -42.08018
69 H 7.74440 -47.58629 -45.42819
70 H 11.36665 -41.37256 -36.78220
71 H 6.28320 -43.05663 -42.52587
72 H 8.80873 -41.27104 -41.80537
73 H 13.37818 -42.56924 -40.22593
74 H 13.42398 -49.08763 -41.01821
75 H 13.81823 -42.28229 -42.24188
76 H 12.40295 -41.55552 -39.57360
77 H 11.41970 -47.16026 -46.64350
78 H 6.13386 -44.93072 -38.18940
79 H 15.73679 -47.90047 -37.33473
80 H 12.32277 -37.48830 -42.83428
81 H 14.16169 -40.29888 -39.54734
82 H 12.80579 -46.88209 -44.32672
83 H 12.96546 -48.16966 -39.89923
84 H 12.36328 -44.71295 -43.69458
85 H 15.69009 -46.22491 -44.91755
86 H 15.26032 -44.09000 -43.83909
87 H 10.35506 -40.55124 -38.10115
88 H 15.04054 -43.18835 -39.81525
89 H 16.30274 -39.63790 -41.06746
90 H 13.49339 -41.08010 -38.33259
91 H 11.17080 -49.60408 -38.89073
92 H 10.09138 -41.73140 -44.06386
93 H 11.92958 -46.64009 -38.47320
94 H 13.98349 -39.59717 -43.69104
95 H 8.77450 -42.39400 -45.28822
96 H 9.84239 -42.86495 -39.45793
97 H 12.28640 -41.04592 -43.48558
98 H 15.51776 -41.09999 -38.58278
99 H 8.89853 -48.19735 -47.33703
100 H 9.50441 -50.41099 -40.88619
101 H 14.16146 -47.12400 -43.28149
102 H 11.77272 -39.17160 -39.88202
103 H 7.34288 -45.83211 -36.65188
104 H 10.65637 -48.51277 -45.76859
105 H 15.22471 -46.38471 -36.44276
106 H 17.17595 -41.24702 -40.75869
107 H 11.74942 -50.84166 -40.16917
108 H 14.17509 -43.03558 -44.21962
109 H 12.85531 -37.85924 -37.77658
110 H 6.61833 -42.97938 -44.21248
111 H 9.77597 -46.73713 -39.09773
112 H 11.07593 -47.11242 -40.93954
113 H 15.32969 -43.38831 -42.10647
114 H 12.35466 -40.98278 -41.74757
115 H 9.97907 -42.55168 -41.73610
116 H 14.05561 -44.79115 -39.04128
117 H 9.53789 -46.50825 -47.78721
118 H 10.87444 -39.16378 -44.80091
119 H 9.63421 -44.69171 -39.37663
120 H 9.87483 -44.69103 -37.03778
121 H 12.73173 -45.58417 -37.33989
122 H 13.14793 -48.51492 -37.89093
123 H 9.84998 -47.07576 -43.99762
124 H 7.99689 -44.11344 -40.63333
125 H 8.84761 -45.00867 -42.71546
126 H 7.47732 -43.69175 -38.33934
127 H 13.23174 -44.88537 -42.43143
128 H 10.94123 -45.76633 -44.42800
129 H 14.60162 -46.92530 -45.83464